1.
Below is a 8-piece molecular cluster, C3H25N3O7 overall in a non-equilibrium geometry, with properties calculated with wB97M-V/def2-TZVPD.

```
38
Properties=species:S:1:pos:R:3:forces:R:3:lowdin_charge:R:1
N -1.368 -2.922 -0.674 2.693 -1.586 0.360 -0.032
C -1.765 -1.665 -0.076 -1.563 0.720 2.393 -0.342
C -0.912 -0.464 -0.449 -1.590 0.841 1.657 -0.283
N -0.566 -0.573 -1.830 3.568 1.452 -0.651 -0.043
C 0.838 0.134 -1.962 -1.019 0.338 -1.777 -0.233
N 1.842 -0.446 -1.116 1.242 0.166 -2.017 -0.011
H -0.583 -3.285 -0.043 -1.727 0.270 -0.839 0.096
H -0.790 -2.896 -1.579 -1.798 1.004 1.470 0.099
H -1.806 -1.747 1.053 1.126 -0.400 -0.780 0.109
H -2.890 -1.383 0.013 1.180 -0.679 -1.897 0.122
H -1.528 0.449 -0.105 1.106 -0.815 -0.819 0.122
H 0.010 -0.456 0.177 -0.909 -0.041 -0.407 0.095
H -1.234 -0.162 -2.462 -0.099 0.278 -0.063 0.095
H 0.784 1.194 -1.623 -0.645 -0.409 -0.517 0.084
H 1.256 0.159 -3.094 -1.252 -0.279 2.626 0.161
H 1.575 -0.928 -0.313 -0.973 -0.547 1.503 0.024
H 2.391 -1.102 -1.615 0.545 -0.650 -0.640 0.074
O 2.547 1.691 0.332 -0.580 2.535 1.103 -0.081
H 2.495 1.373 -0.551 0.206 -1.241 -1.111 -0.010
H 2.059 2.576 0.235 0.660 -1.298 0.652 0.057
O -3.679 -2.089 -2.723 -0.549 2.936 -1.109 -0.098
H -3.789 -1.085 -2.937 0.257 -2.858 0.629 0.087
H -3.237 -2.096 -1.875 0.215 -0.157 0.373 -0.043
O 1.644 0.287 2.460 -2.099 -2.304 -8.128 -0.057
H 2.075 0.700 1.556 -1.040 -0.301 2.550 0.085
H 1.992 0.631 3.175 3.163 2.856 5.377 -0.045
O 0.574 3.473 -0.128 -2.750 1.632 0.421 -0.131
H -0.182 2.870 0.163 1.024 1.067 -0.356 0.037
H 0.091 4.388 -0.094 1.534 -2.522 -0.078 0.116
O 3.657 -2.290 1.278 -2.960 -1.165 2.131 -0.021
H 4.398 -2.170 0.763 2.178 1.110 -1.812 -0.011
H 3.041 -1.548 1.325 0.759 0.137 -0.191 0.007
O -0.969 0.950 2.835 -5.183 -0.298 0.941 -0.041
H -0.113 0.633 2.715 2.917 -1.621 -0.478 -0.040
H -1.681 0.220 2.942 2.388 1.638 -0.283 0.132
O -1.918 2.614 1.083 2.608 -1.665 -0.078 -0.102
H -1.534 1.983 1.809 -0.961 1.153 -0.943 0.017
H -2.727 2.985 1.334 -1.674 0.707 0.788 0.004
```
Positions in Å, forces in eV/Å.

Computed properties:
Spin multiplicity = 1
Structure (SMILES) = NCCNCN.O.O.O.O.O.O.O
Orbital gap = 9.68 eV
Total charge = 0
LUMO = 0.011 hartree

=====

2.
Below is the molecule C4H5Cl3O in a non-equilibrium geometry, with properties calculated with wB97M-V/def2-TZVPD.

```
13
Properties=species:S:1:pos:R:3:forces:R:3:lowdin_charge:R:1
C -1.142 0.321 0.943 -0.346 -2.425 -0.287 -0.170
C -0.450 -0.665 -0.083 -3.234 -0.083 2.175 -1.092
Cl 0.235 -2.025 1.011 -0.364 1.018 -1.513 0.603
Cl -1.837 -1.390 -1.106 1.200 0.444 0.668 0.558
C 0.521 0.007 -0.995 1.915 -0.409 0.036 -0.692
Cl -0.024 1.527 -1.925 0.215 -1.888 0.867 0.607
C 1.668 0.442 -0.079 4.297 -3.768 -0.418 -0.234
O 2.621 -0.442 0.085 -4.671 5.505 -0.335 -0.033
H -0.503 0.660 1.760 0.084 -0.036 -0.318 0.084
H -2.035 -0.204 1.342 0.811 0.101 0.115 0.078
H -1.569 1.078 0.363 -0.312 1.677 -0.730 0.029
H 0.951 -0.829 -1.593 -0.377 1.162 -0.456 0.128
H 1.564 1.519 0.275 0.782 -1.297 0.196 0.135
```
Positions in Å, forces in eV/Å.

Computed properties:
Spin multiplicity = 1
Structure (SMILES) = CC(Cl)(Cl)[C@@H](Cl)C=O
Orbital gap = 10.14 eV
Total charge = 0
LUMO = -0.019 hartree

=====

3.
Below is ClK as an isolated structure in a non-equilibrium geometry, with properties calculated with wB97M-V/def2-TZVPD.

```
2
Properties=species:S:1:pos:R:3:forces:R:3:lowdin_charge:R:1
K 1.782 0.464 -0.427 -1.007 -0.262 0.241 0.808
Cl -1.782 -0.464 0.427 1.007 0.262 -0.241 -0.808
```
Positions in Å, forces in eV/Å.

Computed properties:
Spin multiplicity = 1
Orbital gap = 5.74 eV
Total charge = 0
LUMO = -0.055 hartree

=====

4.
Below is C4H5CrN4O9 as an isolated structure in a non-equilibrium geometry, with properties calculated with wB97M-V/def2-TZVPD.

```
23
Properties=species:S:1:pos:R:3:forces:R:3:lowdin_spin:R:1
Cr -0.073 -0.657 -0.167 -1.265 -2.032 2.059 3.038
N -1.593 -0.283 -2.292 -1.486 0.639 0.398 0.005
O -0.392 -0.407 -2.303 5.434 -1.190 -1.790 0.008
O -2.274 -0.160 -3.268 -0.374 -0.087 0.724 0.012
O -1.945 -0.239 -1.073 -2.175 0.316 1.675 -0.025
N -1.635 -2.006 1.633 -1.816 -2.451 0.259 0.003
O -2.361 -2.670 2.370 1.458 1.617 -0.859 -0.002
O -1.173 -0.899 1.792 1.258 5.022 2.729 -0.038
O -1.280 -2.377 0.518 0.729 -2.864 -4.162 -0.056
N 2.335 -1.985 0.043 -2.670 -3.397 1.472 0.004
O 2.030 -1.332 -0.892 1.341 3.444 -7.151 0.045
O 3.076 -2.923 0.071 1.317 0.581 0.657 0.014
O 1.414 -1.789 0.901 -1.347 0.120 3.881 -0.031
N -0.386 2.198 -0.458 -0.209 0.980 0.811 0.029
C -0.531 2.126 0.925 0.648 -0.699 -0.783 0.017
C 0.581 1.458 1.399 -0.750 0.893 0.397 0.015
C 1.431 1.175 0.287 0.401 0.034 0.973 -0.019
C 0.820 1.691 -0.827 -0.460 -0.022 -0.840 -0.023
H -1.008 2.728 -1.052 0.076 -0.286 -0.058 0.001
H -1.419 2.473 1.433 0.111 -0.028 -0.141 0.001
H 0.754 1.319 2.456 0.148 -0.395 -0.199 0.001
H 2.449 0.820 0.348 -0.237 -0.129 -0.132 0.000
H 1.180 1.739 -1.844 -0.135 -0.067 0.081 -0.001
```
Positions in Å, forces in eV/Å.

Computed properties:
Spin multiplicity = 4
Orbital gap (spin up / spin down) = 7.47 / 9.39 eV
Total charge = 0
LUMO (spin up / spin down) = -0.103 / -0.041 hartree

=====

5.
Below is C35H34BrCdN6O3S2 as an isolated structure, with properties calculated with wB97M-V/def2-TZVPD.

```
82
Properties=species:S:1:pos:R:3:forces:R:3:lowdin_charge:R:1
Cd -0.084 0.079 0.488 -0.104 -0.305 -0.079 1.230
C 1.990 3.169 3.197 -0.055 -0.007 -0.016 -0.038
C 1.031 2.581 2.186 -0.062 0.120 -0.002 -0.251
N 0.850 1.300 2.126 0.198 0.065 0.238 -0.056
N 1.573 0.556 3.056 -0.206 -0.254 0.083 -0.091
C 1.306 -0.708 3.134 0.022 0.403 0.021 -1.124
S 0.169 -1.705 2.282 0.199 0.271 0.000 0.469
S 2.361 -1.550 4.329 0.049 -0.011 -0.122 0.806
C 3.845 -1.670 3.259 -0.113 0.170 0.145 -0.425
C 4.664 -0.408 3.193 -0.073 -0.030 -0.027 -0.299
C 5.499 -0.043 4.247 0.021 0.009 -0.026 -0.061
C 6.248 1.124 4.187 -0.040 -0.029 -0.077 -0.098
C 6.168 1.946 3.066 -0.020 -0.041 0.055 -0.108
C 5.337 1.590 2.013 -0.018 -0.044 -0.012 -0.088
C 4.586 0.421 2.078 0.028 -0.002 -0.058 -0.048
C 0.296 3.511 1.306 0.036 -0.030 -0.015 -0.112
C 0.165 4.840 1.762 -0.014 -0.091 0.010 -0.080
C -0.485 5.822 1.053 -0.064 -0.001 -0.125 -0.129
C -1.025 5.495 -0.201 0.065 -0.082 0.089 -0.113
C -0.917 4.219 -0.690 -0.022 0.109 0.068 -0.041
C -0.276 3.165 0.030 0.109 -0.178 0.044 -0.420
O -0.236 2.002 -0.520 0.081 0.477 0.110 -0.249
H 2.746 2.436 3.450 0.044 -0.038 0.027 0.053
H 1.460 3.425 4.120 0.039 0.002 -0.055 0.091
H 2.459 4.067 2.799 -0.054 -0.011 0.022 0.078
H 3.486 -1.954 2.270 0.068 -0.092 -0.016 0.077
H 4.417 -2.494 3.684 0.076 -0.014 -0.064 0.069
H 5.551 -0.680 5.125 0.012 0.051 -0.038 0.109
H 6.902 1.391 5.008 -0.034 0.001 0.008 0.093
H 6.748 2.861 3.019 -0.020 -0.060 -0.008 0.093
H 5.273 2.221 1.133 -0.036 -0.030 0.055 0.104
H 3.928 0.148 1.258 0.055 0.024 0.039 0.116
H 0.571 5.097 2.734 -0.007 -0.015 -0.072 0.093
H -0.574 6.824 1.455 0.001 -0.025 -0.003 0.083
H -1.535 6.255 -0.785 0.015 -0.030 0.009 0.092
H -1.333 3.950 -1.654 0.017 -0.007 0.017 0.105
O 2.885 0.234 -2.704 0.098 -0.056 -0.174 0.044
C 2.759 -0.948 -3.324 -0.022 -0.009 -0.012 -0.285
C 3.547 -1.226 -4.442 0.044 -0.050 -0.080 -0.024
C 3.433 -2.443 -5.098 -0.024 0.041 0.056 -0.113
C 2.537 -3.410 -4.653 0.007 0.020 0.019 -0.121
C 1.751 -3.132 -3.539 0.033 0.052 -0.044 -0.054
C 1.843 -1.915 -2.876 0.033 -0.027 0.066 -0.122
C 0.960 -1.605 -1.680 -0.162 0.433 0.066 -0.432
O 1.511 -0.703 -0.807 -0.127 -0.309 -0.541 -0.329
N -0.332 -1.107 -2.280 0.011 -0.066 0.324 0.020
N -1.285 -0.597 -1.510 0.469 -0.139 -0.132 -0.047
C -2.361 -0.154 -2.036 -0.217 0.109 0.144 -0.222
C -3.474 0.432 -1.296 0.496 -0.024 0.153 -0.622
Br -3.155 1.115 0.454 0.030 -0.030 -0.059 0.771
C -4.706 0.604 -1.773 -0.348 -0.116 -0.297 -0.132
C -5.259 0.025 -3.013 0.012 0.048 0.018 -0.216
C -4.849 -1.208 -3.531 -0.034 -0.052 0.049 -0.043
C -5.435 -1.729 -4.677 0.029 0.032 0.040 -0.086
C -6.448 -1.039 -5.328 0.020 0.037 0.023 -0.105
C -6.878 0.179 -4.816 0.021 -0.012 0.055 -0.097
C -6.296 0.697 -3.668 0.038 0.060 -0.022 -0.048
H 2.358 0.136 -1.848 -0.091 -0.016 0.141 0.059
H 4.251 -0.472 -4.777 -0.051 -0.046 0.032 0.109
H 4.058 -2.641 -5.963 -0.034 0.006 0.041 0.092
H 2.460 -4.366 -5.160 -0.010 0.071 0.039 0.087
H 1.045 -3.871 -3.169 0.057 0.045 -0.015 0.111
H 0.700 -2.544 -1.176 -0.005 -0.140 0.153 0.126
H -0.406 -1.029 -3.281 -0.061 0.092 -0.220 0.136
H -2.487 -0.189 -3.114 -0.044 -0.010 -0.122 0.122
H -5.389 1.214 -1.194 -0.056 -0.071 0.010 0.090
H -4.095 -1.782 -3.005 -0.057 0.024 -0.039 0.113
H -5.103 -2.689 -5.056 -0.013 0.021 0.022 0.101
H -6.908 -1.452 -6.218 0.024 0.022 0.022 0.095
H -7.673 0.727 -5.309 0.006 -0.010 0.010 0.097
H -6.639 1.646 -3.267 0.006 -0.058 -0.039 0.110
C -2.891 -4.390 3.272 0.125 0.152 -0.009 -0.060
N -3.016 -2.957 3.022 -0.029 0.049 -0.431 -0.210
C -2.559 -2.085 4.103 -0.116 -0.043 0.007 -0.098
C -2.875 -2.550 1.748 0.136 -0.023 0.216 -0.365
N -2.788 -2.208 0.644 -0.246 -0.313 0.411 0.149
H -3.521 -4.660 4.119 -0.028 0.015 0.040 0.081
H -1.856 -4.666 3.498 0.012 0.024 -0.029 0.090
H -3.222 -4.942 2.398 -0.034 -0.020 -0.056 0.087
H -3.169 -2.284 4.986 -0.072 -0.003 -0.018 0.082
H -2.678 -1.046 3.809 -0.008 0.028 -0.026 0.085
H -1.507 -2.254 4.336 -0.013 -0.016 -0.013 0.037
```
Positions in Å, forces in eV/Å.

Computed properties:
Spin multiplicity = 1
Orbital gap = 6.98 eV
Total charge = -1
LUMO = 0.087 hartree

=====

6.
Below is a 2-piece molecular cluster, C4H8O overall, with properties calculated with wB97M-V/def2-TZVPD.

```
13
Properties=species:S:1:pos:R:3:forces:R:3:lowdin_charge:R:1
C -0.778 -1.405 0.063 -0.209 -0.039 -0.113 -0.019
C -0.655 -0.259 -0.595 -0.219 -0.099 0.024 -0.277
C -1.090 1.048 0.012 -0.015 0.075 0.019 -0.120
H -0.535 -2.354 -0.391 0.215 -0.016 0.033 0.059
H -1.179 -1.437 1.078 0.023 0.040 -0.235 0.070
H -0.237 -0.249 -1.607 -0.167 -0.028 0.329 0.105
H -2.008 0.908 0.591 0.155 0.066 -0.045 0.077
H -0.330 1.447 0.692 -0.064 0.034 -0.047 0.059
H -1.278 1.807 -0.746 -0.017 0.000 -0.005 0.070
C 2.025 0.120 0.229 0.182 -0.191 -0.132 -0.190
O 2.673 -0.735 -0.313 -0.148 0.389 0.287 -0.005
H 1.817 1.101 -0.251 0.093 -0.162 -0.001 0.085
H 1.585 -0.003 1.241 0.170 -0.068 -0.115 0.086
```
Positions in Å, forces in eV/Å.

Computed properties:
Spin multiplicity = 1
Structure (SMILES) = C=CC.C=O
Orbital gap = 10.64 eV
Total charge = 0
LUMO = 0.030 hartree

=====

7.
Below is C10H13ClO2SSn as an isolated structure in a non-equilibrium geometry, with properties calculated with wB97M-V/def2-TZVPD.

```
28
Properties=species:S:1:pos:R:3:forces:R:3:lowdin_charge:R:1
Cl -4.117 -1.365 0.367 -0.018 -0.076 -0.066 0.147
C 1.681 -1.960 -1.347 1.263 0.424 0.221 -0.163
C 2.396 -0.794 -1.729 -0.020 -1.771 0.194 -0.080
C 1.479 0.240 -1.979 -1.442 0.357 0.326 -0.041
H 3.474 -0.724 -1.893 -0.418 -0.129 0.156 0.139
C 0.161 -0.225 -1.724 0.775 0.621 -0.023 -0.377
C 0.270 -1.622 -1.306 -0.076 0.071 -0.560 -0.201
H -0.582 -2.313 -1.255 0.432 0.237 0.019 0.143
H 2.101 -2.955 -1.206 -0.149 0.318 0.015 0.128
H 1.743 1.226 -2.369 -0.195 -0.334 0.202 0.146
C -1.115 0.440 -2.094 -0.699 0.332 -0.190 -0.030
Sn 0.837 -0.775 0.875 -0.679 0.169 -1.223 1.321
C 3.127 -0.366 1.967 2.133 1.359 2.167 -0.027
C -0.123 -2.915 2.247 -0.510 -3.541 2.766 0.005
O 3.796 0.125 2.742 -1.440 -1.168 -1.802 0.179
O -0.249 -3.837 2.920 0.392 3.269 -2.457 0.154
H -1.114 1.527 -1.916 0.119 -0.378 -0.044 0.091
H -1.989 0.006 -1.575 0.405 0.123 -0.265 0.067
H -1.269 0.314 -3.184 -0.033 -0.007 0.478 0.120
C -2.152 0.969 1.947 -0.443 -0.311 -0.120 -0.371
S -0.401 1.392 2.248 -0.271 0.162 -0.162 0.761
C -0.141 2.559 0.870 0.272 0.177 -0.206 -0.340
H -2.295 -0.123 1.803 0.104 0.648 0.408 -0.031
H -2.452 1.452 1.010 0.033 -0.096 0.299 0.044
H -2.772 1.358 2.780 0.471 -0.369 -0.439 0.078
H -1.112 3.000 0.598 0.426 -0.156 0.144 0.067
H 0.542 3.362 1.192 -0.228 -0.448 -0.108 0.069
H 0.277 2.003 0.011 -0.206 0.516 0.266 0.001
```
Positions in Å, forces in eV/Å.

Computed properties:
Spin multiplicity = 1
Orbital gap (spin up / spin down) = 5.18 / 6.35 eV
Total charge = +2
LUMO (spin up / spin down) = -0.397 / -0.361 hartree

=====

> spin multiplicity of number 2 (C4H5Cl3O)?

1